No. 1
{"formula": "C45H55N2OS4SbTeZr", "method": "ωB97M-V with the def2-TZVPD basis set", "symbols": ["Zr", "S", "C", "C", "C", "C", "C", "C", "S", "C", "C", "C", "C", "C", "C", "C", "S", "C", "C", "C", "C", "C", "C", "S", "N", "H", "H", "H", "H", "H", "H", "H", "H", "H", "H", "H", "H", "H", "H", "H", "C", "C", "O", "N", "Te", "C", "C", "C", "C", "C", "C", "C", "C", "C", "C", "C", "C", "C", "C", "C", "C", "C", "C", "H", "H", "H", "H", "H", "H", "H", "H", "H", "H", "H", "H", "H", "H", "H", "H", "H", "H", "H", "H", "H", "H", "H", "H", "H", "C", "C", "Sb", "C", "C", "C", "C", "H", "H", "H", "H", "H", "H", "H", "H", "H", "H", "H", "H", "H", "H", "H"], "positions_angstrom": [[0.1605, 0.5108, -0.7402], [0.3753, -1.0550, 1.4736], [-0.2557, -2.6571, 1.1819], [-0.2680, -3.5878, 2.2321], [-0.7996, -4.8528, 2.0590], [-1.3483, -5.2388, 0.8379], [-1.3398, -4.3426, -0.2134], [-0.7770, -3.0760, -0.0434], [-0.7849, -1.9708, -1.4091], [0.8137, -2.3822, -2.1935], [2.1039, -1.7322, -1.7260], [3.2918, -2.2415, -2.2312], [4.4776, -1.6061, -1.9270], [4.4549, -0.4884, -1.1063], [3.2487, -0.0471, -0.6063], [3.2606, 1.0756, 0.4072], [1.8311, 2.2486, 0.4727], [1.1903, 2.0361, 2.1278], [2.0506, 2.0816, 3.2154], [1.5484, 1.9382, 4.4982], [0.1801, 1.7999, 4.6884], [-0.6814, 1.7938, 3.6028], [-0.1907, 1.8909, 2.3039], [-1.3603, 1.7573, 0.9571], [2.0992, -0.6680, -0.9192], [0.1298, -3.2895, 3.1945], [-0.7994, -5.5456, 2.8911], [-1.7815, -6.2215, 0.7139], [-1.7670, -4.6148, -1.1711], [0.6839, -2.1503, -3.2534], [0.9118, -3.4637, -2.1124], [3.2727, -3.1164, -2.8676], [5.4139, -1.9689, -2.3309], [5.3674, 0.0380, -0.8588], [4.1580, 1.6702, 0.2575], [3.3037, 0.6125, 1.3979], [3.1114, 2.2398, 3.0646], [2.2218, 1.9483, 5.3447], [-0.2202, 1.7014, 5.6887], [-1.7472, 1.6793, 3.7492], [0.4348, 0.7989, -4.5780], [0.2145, 0.9126, -3.1068], [1.2667, 1.2986, -2.3688], [-0.9190, 0.6714, -2.4968], [-0.8781, 3.5586, -1.5583], [-0.7237, 5.5890, -1.1253], [0.5052, 6.2210, -1.3164], [1.7751, 5.5411, -1.7690], [0.5589, 7.5990, -1.1009], [-0.5472, 8.3243, -0.6922], [-0.4685, 9.8117, -0.4720], [-1.7425, 7.6435, -0.4631], [-1.8586, 6.2785, -0.6617], [-3.1707, 5.5986, -0.3652], [-2.3890, 3.6663, -3.0172], [-2.0777, 4.2762, -4.2375], [-0.7943, 5.0156, -4.5239], [-3.0192, 4.1841, -5.2600], [-4.2239, 3.5163, -5.0992], [-5.2191, 3.4166, -6.2245], [-4.4906, 2.9268, -3.8697], [-3.5873, 2.9746, -2.8174], [-3.9237, 2.2665, -1.5348], [0.4057, 1.8051, -5.0092], [-0.3575, 0.2071, -5.0300], [1.4167, 0.3763, -4.7916], [1.7411, 4.4538, -1.7126], [2.6124, 5.8759, -1.1566], [2.0018, 5.8052, -2.8044], [1.5013, 8.1126, -1.2618], [0.4898, 10.2124, -0.7981], [-0.5937, 10.0529, 0.5852], [-1.2594, 10.3272, -1.0180], [-2.6079, 8.1949, -0.1106], [-3.8438, 6.2774, 0.1546], [-3.0298, 4.7194, 0.2683], [-3.6638, 5.2728, -1.2833], [0.0903, 4.4423, -4.2320], [-0.7515, 5.9656, -3.9891], [-0.7143, 5.2234, -5.5891], [-2.7912, 4.6456, -6.2145], [-4.8314, 3.8627, -7.1389], [-6.1485, 3.9274, -5.9678], [-5.4681, 2.3751, -6.4316], [-5.4274, 2.3991, -3.7252], [-4.9868, 2.0363, -1.4891], [-3.6735, 2.8629, -0.6540], [-3.3725, 1.3254, -1.4791], [6.6819, -1.3279, 2.0533], [5.7769, -1.9188, 3.1355], [3.7544, -2.2007, 2.4637], [3.0440, -2.8755, 4.3692], [2.3918, -1.7481, 5.1757], [3.9930, -4.1636, 1.6143], [5.1128, -5.0138, 2.2095], [7.7176, -1.2375, 2.3871], [6.3515, -0.3271, 1.7595], [6.6893, -1.9489, 1.1524], [5.7227, -1.2614, 4.0066], [6.1604, -2.8781, 3.4851], [3.9012, -3.2932, 4.8996], [2.3366, -3.6870, 4.1881], [3.1174, -0.9682, 5.4231], [1.9770, -2.1126, 6.1183], [1.5835, -1.2723, 4.6144], [4.1288, -4.0381, 0.5376], [3.0193, -4.6405, 1.7547], [6.0976, -4.6124, 1.9665], [5.0777, -6.0363, 1.8273], [5.0417, -5.0730, 3.2975]], "atomic_forces_ev_per_a": [[-0.6419, -0.8919, 0.6586], [-0.3752, 0.2240, 0.0937], [0.1183, -0.0423, 0.0604], [-0.0262, -0.0308, -0.0184], [0.0238, 0.0484, 0.0039], [0.0197, 0.0099, 0.0100], [0.0877, 0.0558, 0.0393], [-0.0088, -0.1691, 0.1328], [0.2869, 0.1178, -0.0485], [-0.0204, 0.0606, -0.1429], [0.0087, -0.0688, 0.1286], [0.0517, -0.0949, 0.0432], [0.0474, 0.0209, -0.0049], [0.1757, -0.0036, -0.0465], [-0.1657, -0.0178, 0.1708], [-0.1356, 0.0236, 0.0807], [0.2666, -0.4762, -0.0585], [-0.0315, 0.0565, -0.0955], [-0.0046, 0.0225, 0.0584], [-0.0199, 0.0024, -0.0161], [-0.0312, 0.0258, -0.0546], [-0.0009, 0.0101, 0.0796], [-0.1043, 0.0460, -0.1955], [0.2304, 0.2894, 0.2366], [0.2713, -0.0158, -0.4364], [-0.0121, 0.0017, -0.0107], [-0.0051, 0.0079, -0.0044], [0.0053, 0.0011, 0.0028], [0.0047, 0.0220, 0.0023], [-0.0090, 0.0112, -0.0108], [0.0161, -0.0182, -0.0364], [0.0036, 0.0174, -0.0032], [-0.0066, -0.0039, 0.0212], [-0.0188, -0.0422, 0.0194], [0.0093, 0.0390, 0.0444], [-0.0111, -0.0253, -0.0130], [-0.0006, -0.0363, -0.0084], [-0.0109, 0.0188, -0.0089], [-0.0039, -0.0136, -0.0106], [0.0098, -0.0072, 0.0111], [-0.0540, 0.0267, -0.1438], [-0.4853, 0.2228, 0.4401], [-0.0074, 0.1636, -0.4170], [0.4402, -0.0158, -0.3692], [0.0324, 0.2324, -0.4277], [-0.1342, -0.0229, 0.2857], [0.0488, 0.2391, 0.0141], [-0.0612, -0.0230, -0.0186], [0.0538, -0.0234, -0.0177], [-0.0098, 0.0961, 0.0224], [0.0064, -0.0740, 0.0002], [-0.0502, 0.0136, 0.0089], [0.0167, 0.1868, 0.0338], [0.1098, 0.0193, -0.0569], [0.0642, -0.1377, -0.0513], [-0.0765, -0.0107, -0.1333], [0.0028, -0.0715, 0.1549], [0.0063, 0.0485, 0.0079], [-0.0546, -0.0260, -0.0520], [0.0307, 0.0348, 0.0418], [-0.0603, -0.0058, 0.0241], [-0.1162, 0.0190, -0.0320], [0.0835, 0.0226, -0.0009], [0.0312, -0.0504, 0.0172], [0.0074, 0.0180, -0.0166], [0.0075, 0.0140, 0.0083], [-0.0293, -0.0043, 0.0132], [-0.0059, 0.0189, -0.0056], [-0.0155, 0.0079, 0.0001], [-0.0210, -0.0062, 0.0075], [-0.0044, -0.0117, 0.0001], [-0.0019, -0.0161, -0.0054], [0.0034, -0.0120, -0.0013], [0.0244, 0.0065, -0.0119], [0.0132, 0.0227, -0.0024], [0.0371, 0.0386, 0.0155], [0.0020, 0.0118, 0.0074], [-0.0107, -0.0415, 0.0216], [-0.0210, 0.0380, 0.0297], [0.0035, 0.0124, 0.0067], [-0.0151, -0.0045, 0.0067], [0.0056, -0.0012, 0.0080], [0.0114, 0.0023, 0.0125], [0.0117, -0.0014, 0.0100], [0.0109, 0.0038, -0.0129], [0.0074, -0.0138, -0.0136], [-0.0120, -0.0657, -0.0726], [0.0412, -0.0508, 0.0239], [-0.0009, -0.0184, 0.0704], [0.1912, -0.0104, -0.0477], [0.1156, 0.2254, -0.0872], [-0.1647, 0.1260, 0.1559], [0.0366, -0.0685, -0.0347], [0.0811, -0.1085, -0.0669], [-0.0816, -0.0316, -0.0203], [-0.0090, -0.0029, 0.0211], [-0.0329, -0.0265, -0.0082], [-0.0192, 0.0005, 0.0141], [0.0361, 0.0248, -0.0177], [0.0244, 0.0306, 0.0263], [-0.0408, -0.0583, 0.0394], [0.0111, -0.0109, 0.0128], [-0.0021, -0.0100, -0.0232], [0.0249, -0.0083, -0.0092], [0.0042, -0.0228, -0.0085], [-0.0091, -0.0485, -0.0054], [0.0011, -0.0183, -0.0319], [-0.0111, 0.0234, 0.0060], [-0.0040, 0.0062, -0.0107], [-0.0108, 0.0023, -0.0072]], "mulliken_spin": [0.0156, 0.0190, -0.0026, 0.0012, -0.0019, 0.0024, -0.0015, 0.0030, -0.0007, 0.0003, -0.0005, 0.0008, 0.0000, 0.0001, -0.0016, 0.0003, 0.0091, 0.0303, -0.0050, 0.0207, -0.0114, 0.0138, 0.0169, 0.2546, 0.0008, 0.0004, -0.0001, 0.0001, 0.0001, 0.0004, -0.0001, 0.0000, 0.0000, 0.0000, 0.0002, -0.0002, 0.0003, 0.0009, -0.0005, -0.0002, 0.0039, -0.0011, 0.0175, 0.0125, 0.4722, 0.0572, -0.0731, 0.0117, -0.0031, 0.0174, -0.0013, -0.0013, -0.0321, 0.0584, 0.1734, -0.0399, 0.0337, 0.0093, 0.0013, -0.0003, 0.0039, -0.1210, 0.0652, -0.0029, 0.0003, 0.0005, -0.0130, 0.0007, 0.0075, 0.0010, 0.0000, 0.0016, 0.0011, 0.0002, 0.0017, -0.0056, -0.0055, -0.0017, -0.0008, 0.0004, 0.0017, -0.0001, 0.0003, 0.0004, 0.0004, 0.0015, -0.0158, -0.0042, 0.0001, 0.0006, 0.0002, -0.0002, 0.0007, 0.0003, -0.0001, 0.0000, 0.0000, 0.0000, 0.0000, 0.0000, 0.0000, 0.0000, -0.0001, 0.0000, -0.0001, 0.0000, -0.0001, 0.0000, 0.0000, 0.0000], "homo_ev": [-9.29, -9.27], "spin_multiplicity": 2, "homo_lumo_gap_ev": [6.74, 4.62], "e_lumo_ev": [-2.5, -4.7], "fmax_ev_per_a": 1.3, "s_squared": 0.757, "charge": 1}

---

No. 2
{"formula": "C20H20N3O6S2Y", "method": "ωB97M-V with the def2-TZVPD basis set", "symbols": ["Y", "C", "C", "C", "C", "C", "C", "C", "S", "O", "O", "N", "C", "C", "C", "C", "C", "N", "H", "H", "H", "H", "H", "H", "H", "H", "H", "H", "H", "C", "C", "O", "H", "H", "H", "N", "C", "C", "C", "C", "C", "C", "S", "O", "O", "O", "H", "H", "H", "H", "H", "H"], "positions_angstrom": [[0.6005, -0.8074, -1.9518], [-0.2365, 2.2579, 5.2799], [0.1814, 1.2945, 4.2075], [0.0250, -0.0826, 4.3779], [0.3545, -0.9696, 3.3693], [0.8560, -0.4639, 2.1756], [1.0501, 0.8991, 1.9949], [0.7088, 1.7744, 3.0109], [1.1864, -1.5779, 0.8770], [2.0130, -0.8203, -0.1129], [1.7455, -2.7992, 1.3742], [-0.1831, -1.7695, 0.0695], [-0.5303, -2.9835, -0.5063], [-0.7963, -4.1733, 0.1718], [-1.2165, -5.2593, -0.5616], [-1.3673, -5.1561, -1.9459], [-1.0599, -3.9600, -2.5469], [-0.6364, -2.8950, -1.8489], [-0.1838, 1.8032, 6.2687], [-1.2654, 2.5806, 5.1079], [0.3840, 3.1519, 5.2632], [-0.3609, -0.4633, 5.3155], [0.2401, -2.0369, 3.5041], [1.4674, 1.2828, 1.0742], [0.8247, 2.8393, 2.8471], [-0.6739, -4.2113, 1.2437], [-1.4378, -6.1933, -0.0618], [-1.7067, -5.9924, -2.5387], [-1.1338, -3.8323, -3.6195], [3.5658, -1.9008, -4.0367], [2.3987, -1.3073, -3.3291], [2.1301, -0.0963, -3.5502], [4.0636, -1.1889, -4.6968], [3.2284, -2.7748, -4.5986], [4.2640, -2.2758, -3.2849], [-0.9652, 0.5916, -3.2362], [-1.0492, 1.6630, -2.2457], [-1.2444, 1.2990, -0.9145], [-1.3157, 2.2835, 0.0617], [-1.1295, 3.6123, -0.2722], [-0.9399, 3.9709, -1.6000], [-0.9130, 3.0009, -2.5920], [-1.0372, 4.8230, 1.0595], [-2.0839, 4.4026, 1.9701], [-1.2385, 6.0940, 0.3986], [0.3130, 4.6014, 1.5663], [-0.5499, 0.9452, -4.0933], [-1.8897, 0.2405, -3.4706], [-1.3765, 0.2612, -0.6063], [-1.4950, 2.0188, 1.0956], [-0.8158, 5.0201, -1.8337], [-0.7689, 3.2791, -3.6297]], "atomic_forces_ev_per_a": [[0.4613, 0.3535, -0.1273], [-0.0150, -0.0074, 0.0025], [-0.0054, 0.0305, 0.0065], [0.0067, -0.0286, -0.0214], [-0.0044, 0.0436, 0.0092], [-0.0333, 0.0321, -0.0218], [0.0156, 0.0095, -0.0352], [-0.0047, -0.0283, 0.0393], [0.0275, 0.0317, 0.0688], [-0.0373, 0.0171, -0.0555], [-0.0054, -0.0101, -0.0357], [-0.0727, -0.0864, 0.1184], [0.0378, -0.0069, -0.0047], [0.0120, 0.0009, 0.0152], [0.0043, -0.0137, -0.0044], [0.0076, 0.0049, -0.0061], [0.0396, -0.0050, -0.0158], [-0.0795, 0.0024, 0.0325], [0.0032, -0.0042, 0.0033], [0.0019, 0.0093, -0.0184], [0.0004, 0.0022, 0.0038], [-0.0082, 0.0014, 0.0034], [-0.0127, -0.0087, 0.0099], [-0.0175, -0.0066, -0.0046], [-0.0267, 0.0401, -0.0140], [-0.0008, -0.0014, -0.0001], [-0.0034, 0.0012, 0.0026], [0.0020, 0.0006, -0.0027], [-0.0112, 0.0006, 0.0009], [0.0013, -0.0423, 0.0080], [0.0042, 0.1817, -0.3550], [-0.2519, -0.2671, 0.4243], [-0.0185, 0.0055, 0.0171], [0.0149, -0.0105, 0.0078], [0.0091, -0.0132, -0.0035], [-0.0921, 0.0699, -0.0120], [-0.0016, -0.1154, 0.0133], [-0.0016, -0.0233, -0.0143], [0.0898, -0.1429, 0.0631], [0.0166, -0.0030, 0.0429], [0.0224, -0.0282, -0.0077], [0.1350, -0.0584, -0.0177], [0.0784, 0.0556, -0.0374], [-0.0322, -0.0396, 0.0719], [-0.0087, -0.0210, 0.0051], [-0.0161, -0.0070, -0.0300], [-0.0152, -0.0203, -0.0186], [0.0036, 0.0425, 0.0226], [-0.2009, 0.0346, -0.0854], [-0.0038, 0.0191, -0.0059], [-0.0063, 0.0041, -0.0257], [-0.0079, 0.0048, -0.0119]], "nbo_charge": [2.0368, -0.6392, 0.0195, -0.2060, -0.1748, -0.3893, -0.1756, -0.1530, 2.3255, -1.0207, -0.9129, -1.0679, 0.3930, -0.2537, -0.1176, -0.2776, 0.0688, -0.6054, 0.2114, 0.2448, 0.2346, 0.2155, 0.2288, 0.2376, 0.2689, 0.2454, 0.2295, 0.2335, 0.2047, -0.7287, 0.1392, -0.6969, 0.2236, 0.2391, 0.2514, -0.9250, 0.1450, -0.3446, -0.1546, -0.2847, -0.1592, -0.2639, 2.4254, -1.0074, -0.9970, -1.0233, 0.4066, 0.4017, 0.2218, 0.2525, 0.2579, 0.2163], "homo_ev": -8.13, "spin_multiplicity": 1, "homo_lumo_gap_ev": 7.46, "e_lumo_ev": -0.7, "fmax_ev_per_a": 0.6}